# 1
A gas-phase ion, C3H7N2S (charge +1) in a non-equilibrium geometry. Source: the Open Molecules 2025 dataset; level of theory: ωB97M-V/def2-TZVPD.

Computed properties:
max |F|: 4.69 eV Å⁻¹
SMILES: NC(=[NH2+])[C@@H]1CS1
E_tot: -625.9440 a.u.
relative energy (zero: lowest compared OMol25 entry of this formula, charge and spin): 17.7 kcal per mole
net charge: +1

Last column: Löwdin charge in e.
Positions of all 13 atoms, in Å:
N: -1.463 -0.906 0.313  0.199
C: -0.427 -0.376 -0.245  -0.416
N: -0.426 0.068 -1.459  0.179
C: 0.969 -0.466 0.428  -0.557
C: 1.617 0.854 0.676  -0.303
S: 2.349 -0.232 -0.662  0.929
H: -1.477 -1.425 1.246  0.186
H: -2.302 -1.243 -0.256  0.184
H: 0.438 0.655 -1.756  0.138
H: -1.354 0.255 -1.806  0.143
H: 1.108 -1.326 1.055  0.110
H: 0.980 1.709 0.374  0.101
H: 2.233 0.873 1.611  0.107


# 2
A gas-phase ion, C3H7N2S (charge +1) in a non-equilibrium geometry. Source: the Open Molecules 2025 dataset; level of theory: ωB97M-V/def2-TZVPD.

Computed properties:
max |F|: 4.70 eV Å⁻¹
SMILES: SN1C=[NH+]CC1
E_tot: -625.9094 a.u.
relative energy (zero: lowest compared OMol25 entry of this formula, charge and spin): 39.4 kcal per mole
net charge: +1

Last column: Löwdin charge in e.
Positions of all 13 atoms, in Å:
S: -0.612 -2.803 -0.519  0.877
N: -0.338 -1.157 -0.352  -0.495
C: 0.074 -0.395 -1.392  -0.150
N: 0.341 0.867 -1.118  0.071
C: 0.312 1.039 0.353  -0.090
C: -0.747 -0.034 0.705  -0.025
H: -1.908 -2.928 -0.085  -0.086
H: 0.255 -0.878 -2.432  0.190
H: 0.851 1.637 -1.571  0.186
H: -0.093 2.088 0.554  0.163
H: 1.260 0.932 0.751  0.107
H: -0.638 -0.593 1.611  0.117
H: -1.764 0.118 0.338  0.135


# 3
2 unconnected molecules or ions with the total composition C3H7N2S2 in a non-equilibrium geometry. Source: the Open Molecules 2025 dataset; level of theory: ωB97M-V/def2-TZVPD.

Computed properties:
max |F|: 1.10 eV Å⁻¹
E_tot: -1024.1630 a.u.
relative energy (zero: lowest compared OMol25 entry of this formula, charge and spin): 0.0 kcal per mole
net charge: +1

Last column: Löwdin charge in e.
Positions of all 14 atoms, in Å:
S: -1.076 -2.691 2.945  0.196
S: -0.027 -3.195 1.247  0.199
H: -1.750 -3.851 3.102  -0.188
H: -0.916 -2.749 0.334  -0.190
C: 4.333 1.447 3.488  -0.022
C: 3.774 0.822 2.405  -0.019
C: 2.830 -0.010 4.240  -0.038
N: 3.730 0.911 4.599  0.102
N: 2.854 -0.068 2.905  0.110
H: 5.101 2.218 3.550  0.145
H: 3.957 0.940 1.337  0.146
H: 2.200 -0.600 4.906  0.171
H: 3.932 1.173 5.580  0.203
H: 2.257 -0.699 2.340  0.183


# 4
A gas-phase ion, C3H7N2S2 (charge +1) in a non-equilibrium geometry. Source: the Open Molecules 2025 dataset; level of theory: ωB97M-V/def2-TZVPD.

Computed properties:
max |F|: 4.04 eV Å⁻¹
E_tot: -1024.0023 a.u.
relative energy (zero: lowest compared OMol25 entry of this formula, charge and spin): 100.8 kcal per mole
net charge: +1

Last column: Löwdin charge in e.
Positions of all 14 atoms, in Å:
C: -0.764 -0.615 0.548  -0.183
C: -2.366 0.720 -0.910  0.059
C: 1.741 0.135 0.126  -0.989
N: 0.595 -0.606 0.103  -0.086
N: -1.907 -0.063 0.050  -0.054
S: 1.714 1.830 0.491  0.933
S: 3.209 -0.705 -0.288  0.895
H: -0.682 -0.920 1.592  0.123
H: -1.751 1.076 -1.651  0.050
H: -3.400 1.000 -0.903  0.080
H: 0.731 -1.583 -0.373  0.154
H: -2.511 -0.126 0.929  0.200
H: 2.924 1.719 0.887  -0.140
H: 2.468 -1.863 -0.601  -0.041


# 5
2 unconnected molecules or ions with the total composition C3H7N3 in a non-equilibrium geometry. Source: the Open Molecules 2025 dataset; level of theory: ωB97M-V/def2-TZVPD.

Computed properties:
max |F|: 3.43 eV Å⁻¹
E_tot: -282.5855 a.u.
relative energy (zero: lowest compared OMol25 entry of this formula, charge and spin): 118.4 kcal per mole

Last column: Löwdin charge in e.
Positions of all 13 atoms, in Å:
C: -0.231 1.379 -1.180  -0.131
C: 0.966 1.144 -0.284  -0.141
C: 0.170 -0.012 -0.825  -0.436
N: -0.621 -2.107 2.094  -0.024
N: 0.026 -1.980 1.128  0.038
N: -0.867 -0.686 -0.048  0.009
H: -1.168 1.669 -0.725  0.086
H: -0.063 1.728 -2.282  0.133
H: 2.097 1.277 -0.592  0.136
H: 0.872 1.245 0.742  0.056
H: 0.676 -0.822 -1.440  0.143
H: -0.374 -2.721 2.914  0.096
H: -1.482 -0.114 0.498  0.035


# 6
4 unconnected molecules or ions with the total composition C3H7N3 in a non-equilibrium geometry. Source: the Open Molecules 2025 dataset; level of theory: ωB97M-V/def2-TZVPD.

Computed properties:
max |F|: 3.34 eV Å⁻¹
E_tot: -282.6099 a.u.
relative energy (zero: lowest compared OMol25 entry of this formula, charge and spin): 103.2 kcal per mole

Last column: Löwdin charge in e.
Positions of all 13 atoms, in Å:
C: -1.330 1.424 -0.149  -0.149
N: -1.306 -1.650 -0.173  0.046
N: -1.762 0.397 -0.712  -0.076
N: -2.434 -1.802 -0.145  -0.027
H: -2.821 -0.478 -0.502  0.130
H: -1.889 2.362 -0.084  0.059
H: -0.320 1.417 0.270  0.048
C: 1.864 -0.490 0.865  -0.091
C: 2.094 -0.065 -0.367  -0.087
H: 1.372 -0.224 -1.159  0.040
H: 2.582 -0.349 1.664  0.044
H: 0.943 -0.996 1.123  0.018
H: 3.007 0.453 -0.631  0.044


# 7
2 unconnected molecules or ions with the total composition C3H7N3 in a non-equilibrium geometry. Source: the Open Molecules 2025 dataset; level of theory: ωB97M-V/def2-TZVPD.

Computed properties:
max |F|: 3.71 eV Å⁻¹
E_tot: -282.6190 a.u.
relative energy (zero: lowest compared OMol25 entry of this formula, charge and spin): 97.4 kcal per mole

Last column: Löwdin charge in e.
Positions of all 13 atoms, in Å:
C: -1.621 1.550 0.046  -0.125
C: 0.658 -1.138 1.235  -0.005
C: 0.805 0.413 -0.988  -0.173
N: -2.185 0.637 -0.318  0.090
N: 0.033 -1.452 0.106  -0.148
N: 0.052 -0.804 -0.979  -0.094
H: -1.137 2.370 0.549  0.078
H: 0.127 -1.556 2.046  0.040
H: 1.352 -0.319 1.179  0.039
H: 0.187 1.087 -0.264  0.034
H: 1.808 0.496 -0.695  0.054
H: 0.610 0.855 -1.923  0.061
H: -0.689 -2.140 0.006  0.149


# 8
A molecular structure, C3H7N3 in a non-equilibrium geometry. Source: the Open Molecules 2025 dataset; level of theory: ωB97M-V/def2-TZVPD.

Computed properties:
max |F|: 2.04 eV Å⁻¹
E_tot: -282.6912 a.u.
relative energy (zero: lowest compared OMol25 entry of this formula, charge and spin): 52.1 kcal per mole

Last column: Löwdin charge in e.
Positions of all 13 atoms, in Å:
N: 1.560 0.716 -0.776  -0.014
C: 0.714 -0.450 -0.468  -0.219
C: -0.464 -0.144 0.505  -0.265
N: -0.694 1.189 0.598  0.076
C: -2.036 -1.381 0.264  -0.193
N: -2.801 -2.171 0.676  -0.029
H: 2.541 0.534 -0.580  0.076
H: 1.514 0.969 -1.757  0.075
H: 1.326 -1.244 -0.030  0.116
H: 0.261 -0.845 -1.374  0.106
H: -0.524 -0.709 1.406  0.075
H: -0.078 1.821 0.095  0.088
H: -1.322 1.564 1.286  0.107


# 9
C3H7N3 in the gas phase in a non-equilibrium geometry. Source: the Open Molecules 2025 dataset; level of theory: ωB97M-V/def2-TZVPD.

Computed properties:
max |F|: 1.20 eV Å⁻¹
SMILES: N#C[C@H](N)CN
E_tot: -282.7509 a.u.
relative energy (zero: lowest compared OMol25 entry of this formula, charge and spin): 14.7 kcal per mole

Last column: Löwdin charge in e.
Positions of all 13 atoms, in Å:
N: 2.774 1.343 -0.639  0.147
C: 1.855 0.798 -0.195  -0.180
C: 0.683 0.085 0.354  -0.403
N: 0.757 -1.327 0.162  0.026
C: -0.618 0.586 -0.357  -0.238
N: -1.741 -0.165 0.194  -0.012
H: 0.690 0.220 1.445  0.136
H: -0.130 -1.772 0.323  0.063
H: 1.587 -1.807 -0.114  0.076
H: -0.760 1.680 -0.338  0.114
H: -0.511 0.306 -1.412  0.120
H: -2.077 0.277 1.044  0.076
H: -2.511 -0.224 -0.466  0.075


# 10
C3H7N3 in the gas phase in a non-equilibrium geometry. Source: the Open Molecules 2025 dataset; level of theory: ωB97M-V/def2-TZVPD.

Computed properties:
max |F|: 9.41 eV Å⁻¹
SMILES: [H]/N=C(\N)N1CC1
E_tot: -282.6521 a.u.
relative energy (zero: lowest compared OMol25 entry of this formula, charge and spin): 76.6 kcal per mole

Last column: Löwdin charge in e.
Positions of all 13 atoms, in Å:
H: 2.688 0.582 -0.060  0.075
N: 1.866 0.886 -0.752  0.097
C: 0.893 0.103 -0.348  -0.581
N: 1.298 -0.806 0.717  0.053
N: -0.272 0.349 -0.826  -0.026
C: -1.531 -0.448 -0.682  -0.058
C: -1.251 0.711 0.088  -0.189
H: 2.250 -0.972 0.985  0.051
H: 0.664 -1.046 1.621  0.140
H: -2.255 -0.289 -1.575  0.151
H: -1.522 -1.301 -0.112  0.076
H: -1.805 1.588 -0.164  0.111
H: -1.024 0.644 1.108  0.101


What did the seventh record say?
2 unconnected molecules or ions with the total composition C3H7N3 in a non-equilibrium geometry. Source: the Open Molecules 2025 dataset; level of theory: ωB97M-V/def2-TZVPD.

Computed properties:
max |F|: 3.71 eV Å⁻¹
E_tot: -282.6190 a.u.
relative energy (zero: lowest compared OMol25 entry of this formula, charge and spin): 97.4 kcal per mole

Last column: Löwdin charge in e.
Positions of all 13 atoms, in Å:
C: -1.621 1.550 0.046  -0.125
C: 0.658 -1.138 1.235  -0.005
C: 0.805 0.413 -0.988  -0.173
N: -2.185 0.637 -0.318  0.090
N: 0.033 -1.452 0.106  -0.148
N: 0.052 -0.804 -0.979  -0.094
H: -1.137 2.370 0.549  0.078
H: 0.127 -1.556 2.046  0.040
H: 1.352 -0.319 1.179  0.039
H: 0.187 1.087 -0.264  0.034
H: 1.808 0.496 -0.695  0.054
H: 0.610 0.855 -1.923  0.061
H: -0.689 -2.140 0.006  0.149